Entry from OMol25: a cluster of 5 separate species, CH12O4S2 in total (ωB97M-V/def2-TZVPD).

Properties
Gap between HOMO and LUMO = 8.947 eV
SMILES string = CSS.O.O.O.O
LUMO energy = 0.22 eV
HOMO = -8.73 eV
Energy relative to the best compared isomer or geometry (same formula, charge and spin) = 0.9605 eV

CARTESIAN COORDINATES (ANGSTROEM)
1 C -1.14557 0.13739 1.97389
2 S -0.15355 -1.33714 1.68958
3 S 1.63804 -0.62508 0.84798
4 H -2.15981 -0.05487 1.64300
5 H -1.22895 0.29626 3.04216
6 H -0.79119 1.01559 1.45129
7 H 1.00219 0.32253 0.13328
8 O 2.55105 -0.22076 -2.67604
9 H 2.28081 -1.15125 -2.59833
10 H 2.23178 0.18495 -1.86341
11 O -1.08446 -1.33508 -1.92597
12 H -0.96254 -1.43955 -0.97313
13 H -1.72132 -2.02812 -2.15917
14 O -2.93280 1.97878 -1.16627
15 H -2.88417 1.46557 -0.34518
16 H -3.01601 1.26472 -1.81157
17 O -0.09219 2.46750 -0.36694
18 H 0.72391 2.95585 -0.20651
19 H -0.79002 3.14070 -0.40808

Löwdin atomic charge list, values in e, 6 entries:
1. C -0.472
2. S 0.390
3. S 0.338
4. H 0.023
5. H 0.025
6. H 0.002

---

Entry from OMol25: a structure of composition C22H25GdGeI2NO5S6Te (ωB97M-V/def2-TZVPD).

Properties
Gap between HOMO and LUMO (alpha / beta) = 5.113 / 2.921 eV
Net charge = -1
LUMO energy (alpha / beta) = 0.73 / -1.46 eV
Spin multiplicity = 8
HOMO (alpha / beta) = -4.38 / -4.38 eV
Energy relative to the best compared isomer or geometry (same formula, charge and spin) = 0.0000 eV
⟨S²⟩ = 16.111

CARTESIAN COORDINATES (ANGSTROEM)
1 Gd -1.01678 -0.07964 -2.62093
2 O -0.30427 5.98530 -2.11120
3 C -0.40645 4.67475 -2.06877
4 C 0.76215 3.96132 -1.74145
5 C 0.66121 2.63549 -1.28819
6 N -0.48391 1.92110 -1.54979
7 C -1.59774 2.58928 -1.73767
8 C -1.62745 3.98438 -1.97166
9 C -2.93109 1.83510 -1.44433
10 O -3.87117 2.52552 -1.02574
11 O -2.95814 0.49741 -1.49492
12 C 1.75515 2.15617 -0.42267
13 O 2.91581 2.57319 -0.48665
14 O 1.34417 1.27387 0.54780
15 H -0.81550 6.35593 -2.88662
16 H 1.73114 4.45827 -1.74581
17 H -2.59533 4.49465 -1.94621
18 S 5.28912 -4.23557 -2.92194
19 C 3.87784 -3.39053 -2.69030
20 S 3.87187 -1.76336 -3.31745
21 C 2.18742 -1.42680 -2.90936
22 C 1.64657 -2.26489 -1.90445
23 S 0.18176 -2.11752 -0.92020
24 S 2.43789 -3.80578 -1.75672
25 S 1.55155 -0.08022 -3.77638
26 C -2.47222 -0.35190 1.85393
27 C -1.75039 0.98485 2.06729
28 C -0.70663 0.86784 3.26427
29 C 0.42731 -0.13646 3.02196
30 Ge 2.04930 0.52736 2.04973
31 C 2.85684 -1.14880 1.27155
32 C 4.19699 -1.63732 1.87180
33 C 4.20463 -2.13545 3.33187
34 C 5.65166 -2.21499 3.91270
35 H -3.19470 -0.37375 1.03610
36 H -3.03049 -0.67719 2.73108
37 H -1.72138 -1.09212 1.61219
38 H -2.48740 1.75304 2.27673
39 H -1.17213 1.26197 1.19414
40 H -1.23784 0.55322 4.17867
41 H -0.29399 1.87874 3.54381
42 H 0.05613 -1.01287 2.45099
43 H 0.83240 -0.56525 3.97577
44 H 3.05306 1.24722 3.01386
45 H 3.08353 -0.91970 0.19887
46 H 2.10608 -2.01359 1.25882
47 H 4.95500 -0.80051 1.72619
48 H 4.77762 -2.37903 1.29740
49 H 3.69318 -3.07796 3.46296
50 H 3.63978 -1.34860 3.82838
51 H 6.29496 -2.79238 3.21518
52 H 5.76289 -2.65232 4.89113
53 H 5.87310 -1.08876 3.89865
54 I -1.98452 1.07461 -5.35374
55 I -2.17712 6.56065 -5.06459
56 Te -2.86907 -2.62753 -3.12175
57 C -4.78433 -2.70661 -2.25011
58 C -5.44508 -1.51142 -1.98354
59 C -6.73994 -1.78320 -1.37013
60 C -7.05603 -3.12404 -1.32576
61 S -5.80157 -4.13354 -1.97146
62 H -5.04123 -0.51203 -2.00209
63 H -7.34200 -0.96239 -0.95663
64 H -7.81221 -3.68721 -0.84458

Löwdin atomic charge list, values in e, 6 entries:
1. Gd 0.747
2. O 0.022
3. C -0.310
4. C 0.117
5. C -0.157
6. N -0.040

---

Entry from OMol25: a cluster of 3 separate species, C10H24O6PS in total (ωB97M-V/def2-TZVPD).

Properties
Gap between HOMO and LUMO = 5.424 eV
Net charge = -1
LUMO energy = 1.73 eV
HOMO = -3.69 eV
Energy relative to the best compared isomer or geometry (same formula, charge and spin) = 0.1614 eV

CARTESIAN COORDINATES (ANGSTROEM)
1 O 4.53331 3.47551 -1.94267
2 C 3.57585 3.87816 -1.30883
3 O 2.45374 3.11457 -1.20285
4 C 3.50897 5.11568 -0.56291
5 P 4.44150 4.90339 1.18082
6 S 6.44946 5.26092 0.18353
7 H 2.58540 2.37616 -1.81359
8 H 2.48669 5.32386 -0.30194
9 H 3.94388 5.91227 -1.13406
10 H 4.58161 3.47774 0.94618
11 H 5.11011 4.75546 2.46571
12 H 4.26515 6.33921 1.37889
13 H 3.13889 4.66031 1.82450
14 H 6.96666 6.20610 0.97686
15 O 1.78835 0.49700 -2.21257
16 C 0.68347 0.43127 -1.75252
17 O 0.28892 -0.74093 -1.22125
18 C -0.94772 -0.89897 -0.52612
19 C -2.08827 -1.18489 -1.48180
20 C -0.29203 1.58207 -1.82225
21 H -1.14803 -0.04103 0.11438
22 H -0.80142 -1.74933 0.13418
23 H -2.25684 -0.35738 -2.17103
24 H -3.00950 -1.36464 -0.92665
25 H -1.86092 -2.06640 -2.08324
26 H -0.77931 1.55990 -2.79673
27 H 0.26937 2.50732 -1.72557
28 H -1.05016 1.57006 -1.04293
29 O -1.53468 -2.82080 2.43676
30 C -2.18063 -3.67453 1.90840
31 O -3.21096 -3.31699 1.11590
32 C -3.92603 -4.24071 0.29757
33 C -5.03338 -4.93740 1.06094
34 C -1.91354 -5.14127 2.16538
35 H -3.24119 -4.94622 -0.17467
36 H -4.35144 -3.63331 -0.49906
37 H -4.64020 -5.54363 1.87666
38 H -5.60259 -5.58626 0.39523
39 H -5.70973 -4.20154 1.49424
40 H -2.42178 -5.42976 3.08384
41 H -0.84374 -5.26827 2.30246
42 H -2.22723 -5.80270 1.36082

Löwdin atomic charge list, values in e, 6 entries:
1. O 0.035
2. C -0.662
3. O 0.041
4. C -0.340
5. P 0.096
6. S 0.214

---

Number 1: F_max 0.014 hartree/bohr. Number 2: F_max 0.066 hartree/bohr. Number 3: F_max 0.032 hartree/bohr.